Run A
# C3H4N2O

A single C3H4N2O molecule (the ωB97M-V functional and the def2-TZVPD basis, the Open Molecules 2025 dataset).

Geometry (Å):
1 O -0.861 1.926 -0.827
2 C -0.260 0.871 -0.238
3 C 0.492 -0.092 -0.941
4 C 0.912 -0.957 0.041
5 N 0.418 -0.490 1.209
6 N -0.313 0.638 1.060
7 H -1.092 2.563 -0.145
8 H 0.689 -0.115 -2.001
9 H 1.526 -1.845 -0.007
10 H 0.522 -0.888 2.127

Properties
HOMO-LUMO gap: 10.0 eV
2S+1: 1
structure (SMILES): Oc1cc[nH]n1
LUMO energy: 1.1 eV
net charge: 0

=====

Run B
# C3H4N2O

2 unconnected molecules or ions with the total composition C3H4N2O (the ωB97M-V functional and the def2-TZVPD basis, the Open Molecules 2025 dataset).

Geometry (Å):
1 C -2.085 -0.126 0.406
2 C -1.025 -0.886 0.309
3 O -0.117 -1.630 0.229
4 H -2.062 0.957 0.450
5 H -3.016 -0.671 0.413
6 N 0.235 1.729 -0.428
7 C 1.125 0.982 -0.456
8 N 2.147 0.114 -0.527
9 H 2.934 0.357 0.059
10 H 1.856 -0.854 -0.433

Properties
HOMO-LUMO gap: 10.0 eV
2S+1: 1
structure (SMILES): C=C=O.N#CN
LUMO energy: 0.7 eV
net charge: 0

=====

Short version: run A is the most stable of them.

=====

Run A
# C3H4N2O

2 unconnected molecules or ions with the total composition C3H4N2O (the ωB97M-V functional and the def2-TZVPD basis, the Open Molecules 2025 dataset).

Geometry (Å):
1 C 0.544 0.786 -1.437
2 C -0.226 -0.475 1.503
3 C 0.626 0.372 1.377
4 O -1.095 -1.413 1.759
5 N -1.093 -0.890 -1.001
6 N -0.361 -0.109 -1.382
7 H -1.542 -1.660 0.933
8 H 0.234 1.813 -1.517
9 H 1.529 0.489 -1.752
10 H 1.385 1.086 1.517

Properties
HOMO-LUMO gap: 9.5 eV
2S+1: 1
LUMO energy: 0.7 eV
net charge: 0

=====

Run B
# C3H4N2O

A molecular structure, C3H4N2O (the ωB97M-V functional and the def2-TZVPD basis, the Open Molecules 2025 dataset).

Geometry (Å):
1 O -1.841 0.830 0.243
2 C -0.598 0.422 0.576
3 C 0.588 1.105 0.211
4 C 1.460 0.237 -0.355
5 N 1.005 -1.094 -0.555
6 N -0.205 -1.187 -0.282
7 H -1.769 1.470 -0.481
8 H -0.577 -0.044 1.568
9 H 2.487 0.411 -0.664
10 H -0.550 -2.150 -0.262

Properties
HOMO-LUMO gap: 8.4 eV
2S+1: 1
LUMO energy: -0.3 eV
net charge: 0

=====

Run C
# C3H4N2O

A single C3H4N2O molecule (the ωB97M-V functional and the def2-TZVPD basis, the Open Molecules 2025 dataset).

Geometry (Å):
1 O -1.147 1.385 -0.113
2 C -1.394 0.140 -0.229
3 N -0.465 -0.718 0.118
4 C 0.783 -0.163 0.602
5 C 1.716 0.174 -0.429
6 N 2.449 0.571 -1.241
7 H -2.348 -0.222 -0.620
8 H -0.671 -1.705 0.097
9 H -0.134 1.314 0.413
10 H 1.211 -0.778 1.403

Properties
HOMO-LUMO gap: 8.8 eV
2S+1: 1
LUMO energy: 0.4 eV
net charge: 0

=====

Run D
# C3H4N2O

A single C3H4N2O molecule (the ωB97M-V functional and the def2-TZVPD basis, the Open Molecules 2025 dataset).

Geometry (Å):
1 O -0.621 1.679 -1.239
2 C -0.268 0.573 -0.455
3 C -1.132 -0.527 -0.250
4 N -0.628 -1.392 0.615
5 N 0.548 -0.864 0.985
6 C 0.832 0.319 0.386
7 H 0.470 1.444 -1.517
8 H -2.091 -0.712 -0.723
9 H 1.133 -1.376 1.629
10 H 1.757 0.856 0.571

Properties
HOMO-LUMO gap: 9.6 eV
2S+1: 1
structure (SMILES): Oc1cn[nH]c1
LUMO energy: 0.7 eV
net charge: 0

=====

Short version: run C is the most stable of them.

=====

Run A
# C2H3NO3

A single C2H3NO3 molecule (the ωB97M-V functional and the def2-TZVPD basis, the Open Molecules 2025 dataset).

Geometry (Å):
1 C -0.774 0.858 -0.164
2 C -0.151 -0.684 0.291
3 O -0.819 -1.591 0.714
4 N 1.291 -0.671 0.038
5 O 1.624 -0.025 -0.903
6 O 1.912 -1.381 0.797
7 H -1.824 0.512 -0.466
8 H -0.222 1.379 -0.935
9 H -1.038 1.603 0.628

Properties
HOMO-LUMO gap: 9.9 eV
2S+1: 1
structure (SMILES): CC(=O)[N+](=O)[O-]
LUMO energy: -1.1 eV
net charge: 0

=====

Run B
# C2H3NO3

2 unconnected molecules or ions with the total composition C2H3NO3 (the ωB97M-V functional and the def2-TZVPD basis, the Open Molecules 2025 dataset).

Geometry (Å):
1 C -0.097 -1.083 -0.357
2 C -0.738 -0.714 0.669
3 O -1.230 -0.226 1.577
4 H -0.454 -1.218 -1.370
5 H 0.929 -1.348 -0.125
6 O -2.346 2.431 -1.186
7 N -1.921 2.805 -0.153
8 O -0.500 2.744 0.113
9 H -0.364 2.542 1.048

Properties
HOMO-LUMO gap: 9.6 eV
2S+1: 1
structure (SMILES): C=C=O.O=NO
LUMO energy: 0.0 eV
net charge: 0

=====

Run C
# C2H3NO3

A single C2H3NO3 molecule (the ωB97M-V functional and the def2-TZVPD basis, the Open Molecules 2025 dataset).

Geometry (Å):
1 O -2.025 -0.030 -0.534
2 C -0.872 0.088 0.120
3 N -0.298 0.475 1.186
4 C 0.587 -0.062 0.097
5 O 1.172 -1.235 0.411
6 O 1.328 0.801 -0.679
7 H -2.784 0.021 -0.015
8 H 1.321 -1.769 -0.318
9 H 1.569 1.710 -0.268

Properties
HOMO-LUMO gap: 10.1 eV
2S+1: 1
structure (SMILES): OC1=NC1(O)O
LUMO energy: 0.5 eV
net charge: 0

=====

Run D
# C2H3NO3

2 unconnected molecules or ions with the total composition C2H3NO3 (the ωB97M-V functional and the def2-TZVPD basis, the Open Molecules 2025 dataset).

Geometry (Å):
1 O 2.641 0.568 0.300
2 C 1.919 -0.209 -0.153
3 O 1.129 -0.923 -0.585
4 C -0.836 -0.697 0.224
5 N -1.522 0.149 -0.417
6 O -1.300 1.404 0.137
7 H -0.162 -0.366 1.054
8 H -0.961 -1.754 0.089
9 H -0.908 1.828 -0.649

Properties
HOMO-LUMO gap: 10.3 eV
2S+1: 1
structure (SMILES): O=C=O.C=NO
LUMO energy: 0.4 eV
net charge: 0

=====

Short version: run D is the most stable of them.

=====

Run A
# C2H3NO3

2 unconnected molecules or ions with the total composition C2H3NO3 (the ωB97M-V functional and the def2-TZVPD basis, the Open Molecules 2025 dataset).

Geometry (Å):
1 C -1.332 -0.907 -0.123
2 C 3.010 0.174 0.487
3 N -0.467 0.090 0.159
4 O -1.045 -2.074 0.085
5 O 3.979 0.207 -0.139
6 O -0.717 1.508 -0.110
7 H -2.272 -0.464 -0.544
8 H 0.506 -0.152 0.330
9 H -1.662 1.619 -0.147

Properties
HOMO-LUMO gap: 10.4 eV
2S+1: 1
LUMO energy: 0.6 eV
net charge: 0

=====

Run B
# C2H3NO3

2 unconnected molecules or ions with the total composition C2H3NO3 (the ωB97M-V functional and the def2-TZVPD basis, the Open Molecules 2025 dataset).

Geometry (Å):
1 O 1.191 1.018 -0.306
2 C 1.647 -0.024 0.014
3 O 0.965 -1.171 -0.117
4 O 2.835 -0.261 0.327
5 H 0.106 -1.027 -0.438
6 H 3.352 0.503 0.142
7 C -2.481 -0.019 0.252
8 N -2.101 -1.060 -0.015
9 H -2.737 0.881 0.736

Properties
HOMO-LUMO gap: 11.6 eV
2S+1: 1
structure (SMILES): O=C(O)O.C#N
LUMO energy: 0.7 eV
net charge: 0

=====

Run C
# C2H3NO3

A single C2H3NO3 molecule (the ωB97M-V functional and the def2-TZVPD basis, the Open Molecules 2025 dataset).

Geometry (Å):
1 C -1.101 0.372 -1.150
2 C 0.197 -0.338 -0.912
3 N 0.867 -0.308 0.185
4 O 0.106 0.292 1.259
5 O 1.950 -0.740 0.579
6 O -1.863 0.431 -2.104
7 H -1.412 0.926 -0.293
8 H 0.480 -0.227 1.964
9 H 0.807 -0.701 -1.662

Properties
HOMO-LUMO gap: 9.6 eV
2S+1: 1
LUMO energy: -0.8 eV
net charge: 0

=====

Short version: run B is the most stable of them.

=====

Run A
# C2H3NO3

2 unconnected molecules or ions with the total composition C2H3NO3 (the ωB97M-V functional and the def2-TZVPD basis, the Open Molecules 2025 dataset).

Geometry (Å):
1 C 0.296 0.862 -0.258
2 C -1.816 -0.580 -0.375
3 N 0.575 -0.184 0.572
4 O 0.130 1.981 0.117
5 O -2.613 0.105 0.043
6 O 1.485 -1.088 0.079
7 H 0.106 0.663 -1.298
8 H 0.854 0.107 1.584
9 H 0.984 -1.866 -0.464

Properties
HOMO-LUMO gap: 10.5 eV
2S+1: 1
LUMO energy: 0.6 eV
net charge: 0

=====

Run B
# C2H3NO3

A single C2H3NO3 molecule (the ωB97M-V functional and the def2-TZVPD basis, the Open Molecules 2025 dataset).

Geometry (Å):
1 O -1.163 -1.612 0.769
2 C -0.847 -0.464 0.852
3 N 0.276 0.165 0.043
4 O 0.575 1.435 0.448
5 C 0.488 -0.239 -1.265
6 O -0.004 -1.382 -1.532
7 H -1.335 0.367 1.490
8 H 1.179 1.355 1.318
9 H 0.833 0.375 -2.123

Properties
HOMO-LUMO gap: 10.1 eV
2S+1: 1
structure (SMILES): O=CN(O)C=O
LUMO energy: 0.2 eV
net charge: 0

=====

Short version: run A is the most stable of them.

=====

Run A
# C4H13N2

2 unconnected molecules or ions with the total composition C4H13N2 (the ωB97M-V functional and the def2-TZVPD basis, the Open Molecules 2025 dataset).

Geometry (Å):
1 C 1.526 1.924 1.161
2 N 0.119 1.681 0.712
3 H 1.700 3.002 1.299
4 H 1.694 1.417 2.121
5 H 2.209 1.512 0.406
6 H -0.112 2.324 -0.031
7 H -0.508 1.948 1.455
8 H -0.133 0.665 0.297
9 C 0.531 -2.380 0.391
10 C 0.230 -1.478 -0.528
11 N -0.794 -0.515 -0.357
12 C -1.517 0.033 -1.500
13 H -0.080 -2.538 1.293
14 H 1.332 -3.115 0.207
15 H 0.551 -1.612 -1.555
16 H -1.477 -0.942 0.295
17 H -2.178 0.834 -1.153
18 H -0.763 0.479 -2.245
19 H -2.125 -0.732 -2.010

Properties
HOMO-LUMO gap (spin up / spin down): 2.3 / 7.2 eV
2S+1: 2
LUMO energy (spin up / spin down): 0.3 / 0.1 eV
net charge: 0

=====

Run B
# C4H13N2

3 unconnected molecules or ions with the total composition C4H13N2 (the ωB97M-V functional and the def2-TZVPD basis, the Open Molecules 2025 dataset).

Geometry (Å):
1 C -0.473 -0.567 1.746
2 N -1.544 -0.327 0.812
3 C 0.641 -0.176 0.833
4 N -2.000 2.189 -1.094
5 C 2.781 -0.487 -0.454
6 C 1.609 -0.965 0.332
7 H -0.583 -1.608 2.053
8 H -0.592 0.123 2.617
9 H -2.471 -0.647 1.073
10 H -0.967 -0.550 -1.995
11 H 0.600 0.854 0.473
12 H -2.799 2.142 -1.727
13 H -1.934 1.309 -0.496
14 H -2.073 3.049 -0.579
15 H 2.857 -0.913 -1.505
16 H 3.712 -0.853 0.018
17 H 2.902 0.567 -0.490
18 H -1.302 -1.159 -2.319
19 H 1.638 -1.981 0.702

Properties
HOMO-LUMO gap (spin up / spin down): 10.3 / 8.6 eV
2S+1: 2
LUMO energy (spin up / spin down): 1.1 / -0.5 eV
net charge: 0

=====

Run C
# C4H13N2

2 unconnected molecules or ions with the total composition C4H13N2 (the ωB97M-V functional and the def2-TZVPD basis, the Open Molecules 2025 dataset).

Geometry (Å):
1 C 2.245 -0.030 -0.597
2 C 1.978 -0.741 0.759
3 C -0.433 -0.618 1.415
4 N 0.590 -1.174 0.720
5 H 2.079 -0.720 -1.437
6 H 1.467 0.731 -0.638
7 H 3.214 0.457 -0.666
8 H 2.673 -1.535 1.010
9 H 1.978 0.051 1.524
10 H -1.420 -1.041 1.332
11 H -0.169 0.129 2.143
12 H 0.374 -1.906 0.065
13 C -2.413 0.453 -0.899
14 N -1.374 1.391 -0.442
15 H -3.320 0.936 -1.305
16 H -2.757 -0.133 -0.055
17 H -2.014 -0.231 -1.642
18 H -0.871 1.771 -1.239
19 H -1.826 2.209 -0.047

Properties
HOMO-LUMO gap (spin up / spin down): 6.2 / 10.1 eV
2S+1: 2
LUMO energy (spin up / spin down): 1.1 / 1.1 eV
net charge: 0

=====

Short version: run C is the most stable of them.

=====

Run A
# C3H2N2

2 unconnected molecules or ions with the total composition C3H2N2 (the ωB97M-V functional and the def2-TZVPD basis, the Open Molecules 2025 dataset).

Geometry (Å):
1 C 0.949 -0.184 1.886
2 C 0.563 0.080 0.794
3 C -0.826 -0.353 -1.510
4 N -1.453 -1.250 -1.879
5 N -0.039 0.625 -1.196
6 H 1.272 -0.432 2.860
7 H -0.465 1.513 -0.955

Properties
HOMO-LUMO gap: 8.5 eV
2S+1: 1
LUMO energy: -2.6 eV
net charge: 0

=====

Run B
# C3H2N2

2 unconnected molecules or ions with the total composition C3H2N2 (the ωB97M-V functional and the def2-TZVPD basis, the Open Molecules 2025 dataset).

Geometry (Å):
1 C 1.660 0.420 -0.777
2 C 0.606 0.277 -0.226
3 C -2.873 0.879 0.935
4 N -3.638 1.673 0.594
5 N -1.842 0.349 1.364
6 H 2.555 0.649 -1.301
7 H -1.401 -0.301 0.737

Properties
HOMO-LUMO gap (spin up / spin down): 8.5 / 7.7 eV
2S+1: 1
LUMO energy (spin up / spin down): -2.6 / -3.5 eV
net charge: 0

=====

Run C
# C3H2N2

A single C3H2N2 molecule (the ωB97M-V functional and the def2-TZVPD basis, the Open Molecules 2025 dataset).

Geometry (Å):
1 N 0.644 2.218 0.662
2 C 0.630 1.093 0.363
3 C 0.248 -0.200 -0.228
4 C -1.060 -0.424 -0.243
5 N -1.974 -1.297 -0.161
6 H 0.804 -0.509 -1.111
7 H 0.707 -0.879 0.718

Properties
HOMO-LUMO gap: 11.1 eV
2S+1: 1
structure (SMILES): N#CCC#N
LUMO energy: -0.3 eV
net charge: 0

=====

Short version: run C is the most stable of them.

=====

Run A
# C3H2N2

A single C3H2N2 molecule (the ωB97M-V functional and the def2-TZVPD basis, the Open Molecules 2025 dataset).

Geometry (Å):
1 C -0.752 0.864 -0.072
2 C 1.855 0.900 -0.105
3 C 0.673 -0.968 -0.211
4 N 1.750 -0.297 0.099
5 N -0.494 -0.405 0.097
6 H -1.822 0.930 0.047
7 H -1.210 -1.024 0.146

Properties
HOMO-LUMO gap (spin up / spin down): 8.0 / 8.0 eV
2S+1: 1
LUMO energy (spin up / spin down): -1.2 / -1.2 eV
net charge: 0

=====

Run B
# C3H2N2

A single C3H2N2 molecule (the ωB97M-V functional and the def2-TZVPD basis, the Open Molecules 2025 dataset).

Geometry (Å):
1 N -2.376 -0.797 -0.018
2 C -1.251 -0.403 -0.011
3 C -0.034 0.305 -0.032
4 C 1.273 -0.385 -0.074
5 N 2.417 -0.786 -0.001
6 H -0.135 1.118 -0.765
7 H 0.107 0.949 0.902

Properties
HOMO-LUMO gap: 12.1 eV
2S+1: 1
structure (SMILES): N#CCC#N
LUMO energy: 0.2 eV
net charge: 0

=====

Short version: run B is the most stable of them.